No. 1
A molecular structure, C6H11NO at a distorted geometry. Source: the Open Molecules 2025 dataset; level of theory: the ωB97M-V functional and the def2-TZVPD basis.

Geometry as ORCA input:
```
! RIJCOSX wB97M-V def2-TZVPD def2/J DEFGRID3
* xyz 0 1
C -1.77 0.09 1.67
C 0.12 -0.49 0.11
C 1.19 0.65 0.20
C 1.18 1.24 -1.09
C 0.76 -0.86 -1.20
C -0.02 -1.85 -0.34
H -1.54 -0.96 2.13
H -3.14 -0.03 1.42
H -1.59 1.26 2.47
H -1.56 1.17 -0.19
H 0.84 1.35 1.14
H 2.11 0.33 0.43
H 2.23 1.33 -1.64
H 0.34 2.05 -1.22
H 1.75 -1.10 -1.24
H -1.11 -1.84 -0.84
H 0.69 -2.73 -0.14
N -1.21 0.21 0.27
O 0.73 0.16 -1.95
*
```

## Properties
ΔE to the lowest compared entry with this formula, charge and spin   250.82 kcal per mole

The computed Mulliken charges, all in e, follow:
1. C -0.787
2. C 0.459
3. C -0.897
4. C -0.261
5. C -0.536
6. C -0.360
7. H 0.280
8. H 0.246
9. H 0.214
10. H 0.296
11. H 0.224
12. H 0.384
13. H 0.299
14. H 0.204
15. H 0.407
16. H 0.288
17. H 0.271
18. N -0.284
19. O -0.447


No. 2
A molecular structure, C43H54BrCaCl5IN5O4PS at a distorted geometry. Source: the Open Molecules 2025 dataset; level of theory: the ωB97M-V functional and the def2-TZVPD basis.

Geometry as ORCA input:
```
! RIJCOSX wB97M-V def2-TZVPD def2/J DEFGRID3
* xyz -1 1
Ca 0.38 -0.83 0.74
C -5.54 1.61 0.32
C -4.40 2.61 0.52
N -3.37 2.17 1.44
C -2.56 1.10 1.16
S -1.58 0.57 2.44
N -2.68 0.53 0.00
N -1.78 -0.22 -0.59
C -2.20 -1.18 -1.35
C -3.64 -1.62 -1.33
C -1.28 -1.75 -2.30
C -1.74 -2.57 -3.35
C -0.86 -2.99 -4.32
C 0.48 -2.61 -4.22
C 0.85 -1.82 -3.15
N 0.01 -1.39 -2.22
H -6.33 2.08 -0.26
H -5.94 1.29 1.28
H -5.16 0.74 -0.21
H -4.79 3.56 0.90
H -3.92 2.80 -0.45
H -3.58 2.26 2.42
H -4.09 -1.30 -0.40
H -3.72 -2.70 -1.38
H -4.22 -1.19 -2.15
H -2.78 -2.83 -3.41
H -1.20 -3.61 -5.14
H 1.20 -2.93 -4.95
H 1.88 -1.51 -3.03
Cl 2.26 -3.90 3.05
C 3.19 -3.15 1.80
C 2.59 -2.12 1.08
C 3.41 -1.59 0.10
Cl 2.71 -0.35 -0.86
C 4.70 -2.00 -0.17
Cl 5.64 -1.25 -1.42
C 5.25 -3.03 0.59
Cl 6.87 -3.57 0.31
C 4.47 -3.62 1.58
Cl 5.14 -4.92 2.49
O 0.91 2.51 -0.25
P 1.63 3.58 -0.95
C 1.74 3.29 -2.80
C 2.72 2.17 -3.14
C 2.65 1.84 -4.63
C 1.26 1.33 -5.03
C 0.24 1.54 -3.91
C 0.34 2.94 -3.32
C 0.84 5.30 -0.77
C 0.20 5.41 0.62
C -1.15 6.12 0.62
C -2.10 5.35 -0.29
C -1.59 5.34 -1.74
C -0.13 5.78 -1.87
C 3.43 3.86 -0.41
C 4.18 2.57 -0.05
C 3.68 1.94 1.25
C 3.83 2.93 2.40
C 3.06 4.20 2.07
C 3.59 4.81 0.78
H 2.10 4.22 -3.26
H 2.48 1.29 -2.55
H 3.74 2.48 -2.89
H 3.41 1.09 -4.86
H 2.90 2.74 -5.20
H 1.29 0.27 -5.27
H 0.93 1.85 -5.93
H 0.38 0.81 -3.11
H -0.77 1.39 -4.31
H -0.37 2.98 -2.49
H 0.02 3.67 -4.08
H 1.69 5.98 -0.85
H 0.87 5.91 1.31
H 0.03 4.39 0.99
H -1.05 7.16 0.29
H -1.54 6.13 1.63
H -3.10 5.77 -0.24
H -2.14 4.33 0.09
H -2.19 6.03 -2.34
H -1.74 4.35 -2.16
H -0.11 6.87 -1.84
H 0.24 5.49 -2.85
H 3.91 4.31 -1.28
H 5.24 2.83 0.06
H 4.11 1.83 -0.85
H 4.24 1.03 1.46
H 2.63 1.68 1.14
H 4.88 3.16 2.57
H 3.42 2.48 3.31
H 3.17 4.93 2.88
H 2.01 3.95 1.96
H 4.66 5.02 0.90
H 3.09 5.76 0.57
Br 3.66 -7.01 -1.81
C 2.25 -6.00 -1.01
C 2.18 -4.64 -1.23
C 1.15 -3.93 -0.65
C 0.21 -4.56 0.15
C 0.30 -5.93 0.35
C 1.31 -6.66 -0.23
C -0.90 -3.76 0.82
O -1.94 -4.34 1.11
O -0.64 -2.54 1.03
H 2.92 -4.14 -1.84
H 1.06 -2.87 -0.80
H -0.45 -6.41 0.97
H 1.39 -7.73 -0.08
N -0.03 -1.87 3.69
C 0.83 -0.87 3.82
O 1.32 -0.25 2.88
C 1.21 -0.42 5.22
I 1.02 -1.89 6.76
H -0.35 -2.12 2.75
H -0.49 -2.28 4.49
H 0.57 0.41 5.50
H 2.25 -0.09 5.21
*
```

These are the Mulliken partial charges, in e, on atoms 1 to 99:
1. Ca 0.997
2. C -1.131
3. C -0.154
4. N -0.072
5. C 0.337
6. S -0.564
7. N -1.334
8. N 0.939
9. C 0.937
10. C -2.146
11. C 0.098
12. C -1.026
13. C -1.015
14. C -1.253
15. C -0.400
16. N 1.717
17. H 0.455
18. H 0.284
19. H 0.082
20. H 0.548
21. H -0.023
22. H 0.289
23. H 0.481
24. H 0.556
25. H 0.265
26. H 0.550
27. H 0.431
28. H 0.586
29. H 0.369
30. Cl -0.142
31. C 0.253
32. C -1.738
33. C 0.879
34. Cl 0.758
35. C -0.114
36. Cl -0.223
37. C 0.436
38. Cl -0.243
39. C -0.283
40. Cl -0.228
41. O 0.090
42. P -0.333
43. C 0.335
44. C -0.230
45. C -1.123
46. C -1.038
47. C -0.015
48. C -0.283
49. C 0.314
50. C -0.409
51. C -1.436
52. C 0.041
53. C -0.595
54. C -1.663
55. C 0.291
56. C -1.407
57. C 0.600
58. C -1.353
59. C -0.169
60. C -1.538
61. H 0.929
62. H -0.519
63. H 0.519
64. H 0.426
65. H 0.389
66. H 0.371
67. H 0.470
68. H -0.764
69. H 0.852
70. H -0.494
71. H 0.238
72. H 0.722
73. H 0.170
74. H -0.041
75. H 0.406
76. H 0.525
77. H 0.507
78. H -0.304
79. H 0.502
80. H 0.108
81. H 0.566
82. H 0.590
83. H 0.799
84. H 0.589
85. H 0.268
86. H 0.354
87. H -0.395
88. H 0.413
89. H 0.391
90. H 0.356
91. H 0.060
92. H 0.588
93. H 0.399
94. Br -0.242
95. C -0.312
96. C -0.455
97. C 1.671
98. C 0.444
99. C -0.966


No. 3
3 unconnected molecules or ions with the total composition C30H16F3NO7S2. Source: the Open Molecules 2025 dataset; level of theory: the ωB97M-V functional and the def2-TZVPD basis.

Geometry as ORCA input:
```
! RIJCOSX wB97M-V def2-TZVPD def2/J DEFGRID3
* xyz 0 1
O 4.74 7.71 -2.24
S 4.98 6.42 -2.80
O 5.91 6.76 -4.10
N 6.64 5.64 -4.61
C 7.03 4.76 -3.84
S 7.51 3.45 -3.18
O 3.58 6.09 -3.69
C 2.82 5.01 -3.35
F 1.65 5.42 -2.88
F 2.62 4.27 -4.43
F 3.40 4.24 -2.42
C -0.12 6.13 -0.20
C -1.42 6.10 -0.70
C -2.29 5.09 -0.32
C -1.85 4.09 0.55
C -0.54 4.11 1.03
C 0.32 5.14 0.65
C -0.03 3.03 1.92
O 1.11 3.05 2.34
C -0.97 1.93 2.28
C -0.51 0.88 3.07
C -1.36 -0.15 3.42
C -2.68 -0.13 3.00
C -3.15 0.90 2.20
C -2.29 1.93 1.84
C -2.80 3.02 0.96
O -3.96 3.03 0.58
H 0.55 6.92 -0.50
H -1.76 6.87 -1.38
H -3.30 5.06 -0.69
H 1.33 5.15 1.04
H 0.52 0.88 3.40
H -1.00 -0.97 4.03
H -3.35 -0.94 3.28
H -4.17 0.92 1.86
C 0.30 -9.02 0.91
C -0.19 -8.62 2.15
C -0.71 -7.35 2.32
C -0.73 -6.46 1.25
C -0.22 -6.85 0.01
C 0.29 -8.14 -0.16
C -0.20 -5.91 -1.15
O 0.24 -6.26 -2.23
C -0.72 -4.53 -0.93
C -0.66 -3.62 -1.98
C -1.15 -2.33 -1.80
C -1.71 -1.96 -0.58
C -1.77 -2.87 0.46
C -1.27 -4.15 0.29
C -1.32 -5.10 1.44
O -1.80 -4.78 2.50
H 0.70 -10.01 0.78
H -0.17 -9.30 2.99
H -1.10 -7.03 3.27
H 0.67 -8.43 -1.12
H -0.23 -3.92 -2.92
H -1.10 -1.62 -2.61
H -2.10 -0.96 -0.45
H -2.21 -2.59 1.41
*
```

The computed Mulliken charges, all in e, follow:
1. O -0.540
2. S 0.814
3. O -0.129
4. N -0.264
5. C 0.530
6. S -0.251
7. O -0.307
8. C 0.846
9. F -0.200
10. F -0.242
11. F -0.250
12. C -0.487
13. C -0.557
14. C -0.611
15. C 0.279
16. C 0.265
17. C -0.655
18. C 0.560
19. O -0.661
20. C 0.143
21. C -0.727
22. C -0.396
23. C -0.506
24. C -0.384
25. C 0.174
26. C 0.529
27. O -0.662
28. H 0.476
29. H 0.414
30. H 0.484
31. H 0.500
32. H 0.487
33. H 0.433
34. H 0.423
35. H 0.469
36. C -0.471
37. C -0.480
38. C -0.534
39. C 0.174
40. C 0.118
41. C -0.559
42. C 0.596
43. O -0.656
44. C 0.328
45. C -0.549
46. C -0.628
47. C -0.288
48. C -0.879
49. C 0.180
50. C 0.551
51. O -0.656
52. H 0.398
53. H 0.398
54. H 0.469
55. H 0.474
56. H 0.478
57. H 0.411
58. H 0.500
59. H 0.628


No. 4
A molecular structure, C41H29F4N6OTcTe. Source: the Open Molecules 2025 dataset; level of theory: the ωB97M-V functional and the def2-TZVPD basis.

Geometry as ORCA input:
```
! RIJCOSX wB97M-V def2-TZVPD def2/J DEFGRID3
* xyz 4 1
Tc -0.04 0.39 1.66
Te -0.47 -0.53 4.07
C -2.35 0.19 4.63
C -3.28 -0.76 5.03
C -4.53 -0.31 5.43
C -4.82 1.04 5.42
C -3.87 1.98 5.01
C -2.61 1.56 4.61
C 0.92 0.75 4.96
C 2.24 0.62 4.55
C 3.20 1.41 5.16
C 2.83 2.29 6.18
C 1.51 2.38 6.59
C 0.53 1.61 5.98
H -3.04 -1.82 5.06
H -5.27 -1.03 5.76
H -5.80 1.38 5.74
H -4.11 3.03 5.02
H -1.86 2.28 4.31
H 2.59 -0.13 3.83
H 4.24 1.31 4.87
H 3.59 2.88 6.67
H 1.24 3.04 7.40
H -0.50 1.67 6.32
F 1.57 4.86 1.62
C 0.93 5.94 1.16
C 1.61 7.12 1.04
F 2.87 7.16 1.38
C 0.95 8.29 0.55
C -0.43 8.15 0.20
C -1.09 6.94 0.33
F -2.35 6.87 -0.01
C -0.42 5.81 0.82
C -1.10 4.53 0.98
C -0.56 3.37 1.38
N -0.36 2.23 1.70
C -2.51 4.34 0.74
N -3.61 4.03 0.64
F -1.10 9.16 -0.26
C 1.61 9.52 0.42
C 2.98 9.69 0.77
N 4.09 9.87 1.01
C 0.99 10.69 -0.06
N 0.51 11.66 -0.48
C 6.41 -4.68 3.10
C 6.28 -3.27 2.53
N 5.18 -3.12 1.53
C 5.05 -4.16 0.49
C 4.01 -5.22 0.82
C 4.40 -2.07 1.63
O 4.39 -1.22 2.53
C 3.32 -1.77 0.58
C 3.42 -1.63 -0.80
C 2.35 -1.10 -1.53
C 1.22 -0.68 -0.88
N 1.14 -0.78 0.48
C 2.15 -1.33 1.17
H 7.26 -4.69 3.78
H 6.60 -5.43 2.33
H 5.52 -4.97 3.66
H 7.21 -2.96 2.05
H 6.07 -2.57 3.33
H 6.03 -4.60 0.35
H 4.81 -3.69 -0.46
H 4.28 -5.78 1.71
H 3.92 -5.92 -0.01
H 3.03 -4.76 0.98
H 4.33 -1.89 -1.32
H 2.41 -1.00 -2.60
H 0.37 -0.24 -1.40
H 2.06 -1.40 2.25
C -1.62 -0.02 1.11
C -2.88 -0.32 0.69
C -3.07 -1.25 -0.39
C -4.34 -1.50 -0.82
C -5.43 -0.85 -0.21
C -5.25 0.06 0.85
C -3.99 0.33 1.31
H -2.22 -1.74 -0.84
H -4.52 -2.20 -1.62
H -6.43 -1.06 -0.56
H -6.11 0.55 1.29
H -3.83 1.02 2.12
*
```

## Properties
ΔE to the lowest compared entry with this formula, charge and spin   0.98 kcal per mole

The computed Mulliken charges, all in e, follow:
1. Tc 0.119
2. Te 0.741
3. C 0.711
4. C -0.743
5. C -0.673
6. C -0.657
7. C -0.685
8. C -0.326
9. C 1.097
10. C -0.652
11. C -0.756
12. C -0.592
13. C -0.683
14. C -0.523
15. H 0.450
16. H 0.496
17. H 0.493
18. H 0.467
19. H 0.503
20. H 0.467
21. H 0.551
22. H 0.458
23. H 0.464
24. H 0.595
25. F -0.231
26. C 0.378
27. C 0.063
28. F -0.237
29. C 0.034
30. C 0.356
31. C 0.284
32. F -0.254
33. C 0.433
34. C 0.428
35. C 0.568
36. N -0.906
37. C -0.543
38. N -0.384
39. F -0.213
40. C 1.494
41. C -0.279
42. N -0.222
43. C -0.274
44. N -0.196
45. C -1.230
46. C -0.427
47. N 0.217
48. C -0.712
49. C -0.925
50. C 0.912
51. O -0.741
52. C -0.770
53. C 0.057
54. C -1.100
55. C -0.170
56. N -0.367
57. C -0.135
58. H 0.407
59. H 0.339
60. H 0.323
61. H 0.331
62. H 0.354
63. H 0.479
64. H 0.157
65. H 0.333
66. H 0.397
67. H 0.188
68. H 0.706
69. H 0.477
70. H 0.571
71. H 0.666
72. C 0.823
73. C 1.328
74. C -0.469
75. C -0.779
76. C -0.360
77. C -1.024
78. C -0.085
79. H 0.513
80. H 0.467
81. H 0.463
82. H 0.490
83. H 0.675


Number 1: HOMO level -7.58 eV, frontier orbital gap 8.470 eV. Number 2: HOMO level -4.70 eV, frontier orbital gap 6.809 eV. Number 3: HOMO level -9.86 eV, frontier orbital gap 8.375 eV. Number 4: HOMO level -17.79 eV, frontier orbital gap 3.891 eV.